[1]
Here is a molecular structure, C18H29BiN2O4P2S2 from the Open Molecules 2025 dataset. Energies are from ωB97M-V with the def2-TZVPD basis set.

Geometry (Å):
C: 1.0890 4.8270 -0.8557
C: 0.8717 3.5528 -0.3271
N: 0.5694 2.5039 -1.1149
C: 0.3725 2.6982 -2.4312
C: 0.5869 3.9416 -3.0211
C: 0.9641 5.0208 -2.2302
C: 0.9444 3.3853 1.1777
P: 1.2751 1.6685 1.7185
Bi: -0.1043 0.1676 -0.0199
P: -1.0811 0.2422 -2.5190
C: -0.0536 1.5322 -3.3269
O: -1.4548 3.8988 2.6895
O: -2.5383 1.3783 2.6869
H: 1.3472 5.6276 -0.1678
H: 0.4387 4.0298 -4.0972
H: 1.1489 5.9945 -2.6660
C: 3.0496 1.3607 1.5722
C: 0.7686 1.3820 3.4271
H: -0.6425 1.9088 -4.1756
H: 0.8291 1.0197 -3.7369
H: -0.0232 3.6996 1.6708
H: 1.7459 4.0169 1.5872
C: -0.8291 -1.4043 -3.2068
C: -2.8220 0.7112 -2.6521
H: -2.3291 1.2142 1.7320
H: -2.6130 0.4794 3.0645
H: -1.9169 3.0325 2.7976
H: -2.1111 4.5245 2.3471
H: 1.3872 -0.5743 -0.6911
H: -1.6216 1.1264 0.3164
H: 3.5982 1.9655 2.3087
H: 3.2483 0.2947 1.7558
H: 3.3954 1.6118 0.5611
H: 1.3239 2.0546 4.0955
H: -0.3139 1.5420 3.5414
H: 0.9892 0.3368 3.6860
H: -3.1483 0.6826 -3.7020
H: -3.4240 0.0082 -2.0559
H: -2.9557 1.7215 -2.2398
H: -1.2619 -1.4497 -4.2163
H: 0.2437 -1.6410 -3.2514
H: -1.2999 -2.1524 -2.5397
O: -0.4613 -4.9414 -2.3949
S: -1.1795 -4.8809 -1.1425
O: -2.3738 -5.6723 -0.9655
N: -1.3887 -3.2768 -0.6817
C: -0.8673 -3.0153 0.5049
S: -1.3128 -1.6708 1.4597
C: 0.0408 -4.0531 1.0180
C: 0.9111 -4.0837 2.1164
C: 1.5887 -5.2679 2.4279
C: 1.3829 -6.4200 1.6453
C: 0.5457 -6.3780 0.5214
C: -0.0889 -5.1834 0.2224
H: 1.0653 -3.1788 2.6940
H: 2.2708 -5.3121 3.2768
H: 1.8679 -7.3611 1.9174
H: 0.3566 -7.2451 -0.1110

Force components x, y, z for each atom (eV/Å):
-0.1 -0.2 -0.3
0.1 0.0 -0.1
-0.3 0.2 -0.1
0.1 -0.1 0.0
-0.2 -0.1 -0.1
0.0 -0.3 0.4
0.2 0.0 0.6
-0.1 0.0 -0.6
-0.6 -1.0 0.4
0.3 0.0 0.8
-0.3 -0.2 -0.4
-0.7 0.1 0.2
-0.1 -0.8 0.2
0.0 0.0 -0.2
0.1 0.1 0.3
0.0 0.0 0.0
0.5 0.2 0.5
0.2 0.4 0.5
0.4 0.2 0.1
-0.1 0.1 0.1
0.8 -0.3 -0.6
-0.2 0.1 -0.2
-0.1 0.0 -0.9
-0.2 0.1 -0.4
0.0 0.1 -0.1
0.0 0.7 -0.2
0.1 0.4 -0.1
0.1 -0.4 0.2
2.5 -0.6 -1.3
-2.0 2.0 0.4
0.1 -0.1 -0.2
-0.1 0.3 -0.1
-0.2 -0.1 0.2
-0.2 -0.2 0.1
0.4 0.0 -0.1
0.0 0.3 -0.1
-0.1 0.0 0.2
0.3 0.2 -0.2
0.1 -0.3 -0.1
0.1 -0.3 0.2
-0.3 0.2 0.0
0.1 0.5 -0.3
-0.5 0.0 0.3
0.8 0.8 1.0
0.4 0.6 -0.3
-0.7 -0.2 0.2
-0.5 0.0 -0.5
-0.3 -1.1 0.5
0.4 -1.0 0.2
-0.1 -0.1 -0.3
-0.4 -0.1 -0.6
-0.1 0.1 -0.1
0.1 0.1 0.2
0.6 -0.8 0.4
-0.1 -0.1 0.1
-0.2 0.1 -0.2
-0.1 0.4 -0.1
0.2 0.1 0.2

The calculation puts the total energy at -76390.24889 eV. Its total charge is 0. Its LUMO energy (alpha / beta) is 0.0002 / 0.0002 Eh. As for the energy above the lowest of the compared OMol25 structures with the same formula, charge and spin: 0.0 kcal per mole. As for the spin multiplicity: 1. As for the HOMO energy (alpha / beta): -5.260 / -5.259 eV. The orbital gap (alpha / beta) is 5.27 / 5.26 eV.


[2]
Here is a single C23H27N3O5S molecule from the Open Molecules 2025 dataset. Energies are from ωB97M-V with the def2-TZVPD basis set.

Geometry (Å):
C: -0.0178 -2.3832 -10.1350
O: 0.8932 -2.0361 -9.1202
C: 0.4024 -1.5562 -7.9445
C: 1.3504 -1.2197 -6.9782
C: 0.9647 -0.7205 -5.7537
C: -0.3854 -0.5461 -5.4524
N: -0.7910 -0.0313 -4.2049
C: -0.0588 -0.3110 -2.9843
C: -0.6394 0.6737 -1.9536
C: -0.6386 0.0530 -0.5607
O: -1.4298 -0.8017 -0.2394
N: 0.3467 0.5433 0.2461
C: 0.6630 0.1849 1.5593
C: -0.0187 -0.8118 2.2560
C: 0.3510 -1.1131 3.5546
C: 1.3865 -0.4261 4.1580
S: 1.8390 -0.7976 5.8570
O: 3.2055 -0.4028 6.0366
O: 1.4556 -2.1511 6.1277
N: 0.9257 0.1700 6.8412
C: 1.2546 1.5713 6.9215
C: 0.3911 2.4255 5.9905
C: -1.0863 2.1535 6.2668
C: -1.3762 0.6639 6.0928
C: -0.4692 -0.1500 7.0185
C: 2.0791 0.5542 3.4725
C: 1.7188 0.8609 2.1750
C: -2.0510 0.9056 -2.4836
C: -1.9432 0.6617 -3.9811
O: -2.7377 1.0313 -4.8120
C: -1.3293 -0.8885 -6.4139
C: -0.9442 -1.3826 -7.6469
H: -0.6851 -3.1908 -9.8174
H: 0.5897 -2.7268 -10.9707
H: -0.6142 -1.5215 -10.4515
H: 2.3940 -1.3549 -7.2140
H: 1.7310 -0.4604 -5.0406
H: -0.2395 -1.3474 -2.6699
H: 1.0144 -0.1691 -3.1165
H: -0.0711 1.6077 -1.9698
H: 0.9440 1.2620 -0.1401
H: -0.8250 -1.3417 1.7777
H: -0.1469 -1.8948 4.1059
H: 2.3145 1.6564 6.6819
H: 1.1040 1.8953 7.9582
H: 0.6164 2.1810 4.9502
H: 0.6213 3.4798 6.1517
H: -1.7101 2.7394 5.5893
H: -1.3246 2.4529 7.2901
H: -1.1973 0.3785 5.0541
H: -2.4189 0.4490 6.3307
H: -0.5677 -1.2209 6.8414
H: -0.7326 0.0569 8.0627
H: 2.9027 1.0505 3.9606
H: 2.2577 1.6241 1.6313
H: -2.7337 0.1613 -2.0640
H: -2.4468 1.8968 -2.2731
H: -2.3771 -0.7555 -6.2040
H: -1.7099 -1.6314 -8.3640

Force components x, y, z for each atom (eV/Å):
-0.1 -0.1 -0.2
0.2 0.1 0.3
0.0 0.1 0.2
-0.1 -0.1 -0.2
-0.1 0.0 0.0
-0.1 -0.1 -0.4
0.3 0.0 0.2
0.2 -0.2 0.2
-0.3 -0.2 0.0
0.2 0.4 -0.4
-0.2 -0.2 0.1
0.4 0.3 0.0
0.0 -0.2 0.4
-0.1 -0.1 -0.1
0.1 0.0 0.0
0.2 -0.2 0.7
0.0 0.1 0.2
-0.1 0.3 -0.2
-0.3 0.1 -0.2
0.7 -0.7 -0.4
0.3 0.6 -0.3
-0.1 0.0 0.3
0.1 -0.1 -0.3
0.0 0.1 0.3
-0.6 -0.3 -0.2
0.1 0.0 -0.1
-0.1 -0.1 0.0
0.0 0.0 0.0
-0.1 0.4 0.4
-0.2 0.0 -0.2
0.0 0.0 0.2
0.2 -0.1 -0.3
0.0 0.0 0.0
-0.1 0.0 0.0
0.0 0.0 0.0
0.1 0.0 0.0
0.1 0.0 0.1
0.1 0.1 0.0
-0.1 0.0 0.0
0.0 -0.1 0.0
-0.2 -0.1 0.0
0.0 0.0 0.0
-0.1 -0.1 0.0
0.0 0.2 0.2
0.1 0.0 0.0
0.0 0.1 0.0
0.1 0.0 0.0
0.0 0.0 0.1
-0.1 0.1 0.1
-0.1 0.0 0.0
0.0 -0.1 0.0
-0.2 0.0 0.2
0.0 -0.1 0.0
0.1 0.1 0.0
0.1 0.1 0.0
0.0 0.0 0.0
0.0 0.0 -0.1
0.0 0.0 0.0
-0.1 0.0 -0.1

The calculation puts the total energy at -49833.04919 eV. Its total charge is 0. As for the SMILES: COc1ccc(N2C[C@H](C(=O)Nc3ccc(S(=O)(=O)N4CCCCC4)cc3)CC2=O)cc1. Its LUMO energy is 0.0069 Eh. As for the energy above the lowest of the compared OMol25 structures with the same formula, charge and spin: 51.2 kcal per mole. As for the spin multiplicity: 1. As for the HOMO energy: -8.143 eV. The orbital gap is 8.33 eV.


[3]
Here is 5 unconnected molecules or ions with the total composition C12H28ClN4O8 from the Open Molecules 2025 dataset. Energies are from ωB97M-V with the def2-TZVPD basis set.

Geometry (Å):
Cl: -0.6651 -0.5812 0.0919
O: -1.6401 -0.6670 -0.9417
O: 0.5015 -1.2986 -0.3571
O: -0.0476 0.7376 0.3507
O: -1.3054 -1.0053 1.3721
C: -2.7130 0.3931 3.1812
C: -2.2796 1.7822 3.6968
O: -2.0892 1.7644 4.8655
N: -2.2214 2.8726 2.9576
C: -2.4894 2.8899 1.5262
H: -3.5443 0.3915 2.4762
H: -2.9317 -0.2550 4.0299
H: -1.8707 -0.0102 2.6190
H: -2.1408 3.8159 3.3095
H: -3.3650 2.4424 1.0561
H: -1.7539 2.1561 1.1965
H: -2.4423 3.9384 1.2320
C: -2.6827 1.9735 -5.7106
C: -2.2435 0.9625 -4.7737
O: -2.0436 -0.1568 -5.2128
N: -1.9641 1.2705 -3.5327
C: -1.3638 0.3307 -2.6039
H: -2.2771 2.9724 -5.5501
H: -3.7620 2.1254 -5.7069
H: -2.4817 1.6573 -6.7342
H: -2.3669 2.1002 -3.1211
H: -2.0109 -0.5188 -2.3852
H: -1.2174 0.7847 -1.6238
H: -0.3656 0.0060 -2.8975
C: 0.7104 -1.9101 1.8609
C: 0.7904 -3.1330 2.8106
O: -0.0374 -3.9849 2.7189
N: 1.9456 -3.2963 3.5114
C: 2.3552 -4.5358 4.1157
H: 0.4204 -1.0739 2.4971
H: -0.0957 -2.0164 1.1349
H: 1.6764 -1.8919 1.3562
H: 2.4746 -2.4577 3.7042
H: 1.6414 -4.9820 4.8081
H: 3.3106 -4.4794 4.6374
H: 2.3951 -5.1212 3.1971
C: 5.1734 0.9212 -2.0842
C: 3.9759 0.1701 -1.7173
O: 4.0543 -1.0541 -1.4243
N: 2.7346 0.7581 -1.5845
C: 1.4908 0.1396 -1.1656
H: 4.9502 1.6492 -2.8641
H: 5.9340 0.2269 -2.4412
H: 5.7404 1.3247 -1.2452
H: 2.6652 1.7654 -1.5601
H: 1.1604 0.4599 -0.1775
H: 1.6011 -0.9438 -1.1201
H: 0.7101 0.5909 -1.7779

Force components x, y, z for each atom (eV/Å):
-1.0 -0.1 2.8
-0.3 -3.1 6.6
-6.9 -4.5 2.0
-6.4 0.9 2.4
-1.6 1.6 -3.2
0.4 1.1 -1.0
-2.0 -3.0 -0.4
1.3 1.3 4.1
-1.3 1.8 -2.0
1.0 -1.1 -0.1
-0.1 0.1 0.0
0.1 0.4 0.0
-0.4 0.1 0.5
0.2 -0.7 0.9
-1.0 0.2 1.0
0.6 1.0 -1.3
0.6 -0.4 -0.6
-1.4 2.2 -1.5
0.6 -1.6 -1.0
0.2 -1.2 -0.2
0.4 1.5 1.6
-0.6 1.7 -2.7
0.3 0.0 0.1
-0.3 -0.2 0.3
0.3 -0.1 0.2
0.3 0.0 -0.3
-0.1 0.9 -2.9
-0.3 1.8 -1.9
-0.5 -0.3 -0.7
1.9 -2.6 3.0
0.9 1.6 -2.0
-1.6 -2.3 0.6
0.5 1.8 1.3
-0.5 -0.4 -0.9
0.9 0.3 -0.2
2.3 -2.8 2.6
0.1 0.6 0.4
-0.1 -0.2 -0.2
-0.3 0.2 -0.1
0.0 0.3 -0.4
0.5 -1.2 0.6
1.4 0.5 -0.8
-3.1 -3.2 2.4
0.5 1.7 -0.8
2.1 1.7 -0.9
5.6 1.7 -2.7
0.3 0.3 0.2
-0.4 -0.3 -0.5
-0.7 0.6 0.3
0.6 0.1 -0.4
3.6 0.1 -1.3
2.5 1.9 -2.7
0.6 -0.7 -0.2

The calculation puts the total energy at -47744.67229 eV. Its total charge is -1. Its LUMO energy is 0.0963 Eh. As for the energy above the lowest of the compared OMol25 structures with the same formula, charge and spin: 321.4 kcal per mole. As for the spin multiplicity: 1. As for the HOMO energy: -5.290 eV. The orbital gap is 7.91 eV.


[4]
Here is a molecular structure, C18H19F5N3O10P2TeY from the Open Molecules 2025 dataset. Energies are from ωB97M-V with the def2-TZVPD basis set.

Geometry (Å):
Y: -1.8810 -1.5513 0.9043
C: 6.3398 4.3374 -1.9758
O: 5.4966 3.2312 -2.2378
C: 4.2407 3.4900 -2.6836
C: 3.4453 2.3708 -2.9375
C: 2.1501 2.5249 -3.3795
C: 1.6323 3.8025 -3.5878
C: 2.4352 4.9085 -3.3862
C: 3.7331 4.7641 -2.9085
N: 0.3259 4.0224 -4.1451
N: -0.6752 3.4554 -3.6946
C: -0.6358 2.6797 -2.4876
C: -0.2028 3.1739 -1.2851
C: -0.3041 2.4297 -0.0961
C: -0.8326 1.1573 -0.0985
O: -0.9510 0.3881 0.9651
C: -1.3131 0.6459 -1.3482
N: -1.8544 -0.6098 -1.3244
C: -2.3099 -1.1348 -2.4445
C: -2.2824 -0.4499 -3.6676
C: -1.7526 0.8111 -3.7109
C: -1.2385 1.3979 -2.5345
H: 7.2811 3.9230 -1.6272
H: 5.9188 4.9818 -1.1999
H: 6.5160 4.9249 -2.8804
H: 3.8687 1.3883 -2.7773
H: 1.5388 1.6518 -3.5703
H: 2.0385 5.8934 -3.5978
H: 4.3347 5.6445 -2.7389
H: 0.2273 4.1662 -1.2463
H: 0.0477 2.8450 0.8386
H: -2.7158 -2.1384 -2.3814
H: -2.6821 -0.9247 -4.5518
H: -1.7230 1.3736 -4.6349
C: -1.8325 -2.7693 5.4189
C: -2.1375 -1.7911 4.3190
O: -1.9312 -0.5259 4.7666
P: 0.3890 -2.3190 3.0469
O: 0.4903 -3.8403 3.5149
O: 0.4304 -2.4002 1.4417
O: 1.3154 -1.4058 3.6840
P: -3.7771 -2.0546 3.4626
O: -3.6125 -3.5617 2.8941
O: -4.8608 -1.8830 4.4294
O: -3.6313 -1.1999 2.2029
H: -0.8785 -2.5212 5.8856
H: -1.8121 -3.7891 5.0444
H: -2.6207 -2.6740 6.1648
H: -2.3421 0.1196 4.1739
H: 1.3263 -4.0309 3.9608
H: 0.5508 -3.3212 1.0619
H: -4.0923 -4.2286 3.4029
F: 0.3439 -4.8410 0.6505
Te: -1.3800 -5.4407 1.5066
F: -0.3211 -6.8805 2.0333
F: -1.7631 -6.2271 -0.1108
F: -2.8730 -6.4457 2.1962
F: -2.0212 -3.5147 0.1558
O: -1.1754 -2.0286 3.1249

Force components x, y, z for each atom (eV/Å):
-0.1 0.6 0.1
0.0 0.0 0.0
0.0 0.0 0.0
0.0 0.0 0.0
0.0 0.0 0.0
0.1 0.0 0.0
0.0 0.0 0.0
0.0 0.0 0.0
0.0 0.0 0.0
0.1 0.0 0.0
-0.1 0.0 0.0
0.0 0.0 0.0
0.0 0.0 0.0
0.0 0.0 0.0
-0.1 0.0 0.0
0.0 0.0 -0.1
0.0 0.0 0.0
-0.1 0.0 -0.1
0.0 0.0 0.0
0.0 0.0 0.0
0.0 0.0 0.0
0.0 0.0 0.0
0.0 0.0 0.0
0.0 0.0 0.0
0.0 0.0 0.0
0.0 0.0 0.0
0.0 0.0 0.0
0.0 0.0 0.0
0.0 0.0 0.0
0.0 0.0 0.0
0.0 0.0 0.0
0.0 0.0 0.0
0.0 0.0 0.0
0.0 0.0 0.0
0.0 0.0 0.0
0.1 0.0 -0.1
-0.1 0.1 0.0
0.2 -0.1 0.0
0.0 0.0 0.0
-0.1 0.0 0.0
0.0 0.0 0.1
0.0 0.1 0.2
0.0 0.0 0.1
-0.1 -0.1 -0.1
0.2 -0.1 -0.1
0.0 0.0 0.0
0.0 0.0 0.0
0.0 0.0 0.0
0.0 0.0 0.0
0.0 0.0 0.0
0.0 0.0 0.0
0.0 0.0 0.0
0.0 0.1 -0.1
0.0 -0.1 0.1
0.0 0.0 0.1
0.0 0.0 0.0
0.0 0.0 -0.1
0.0 -0.3 -0.1
-0.1 -0.1 0.1

The calculation puts the total energy at -84433.48682 eV. Its total charge is 0. Its LUMO energy is -0.0285 Eh. As for the energy above the lowest of the compared OMol25 structures with the same formula, charge and spin: 1.2 kcal per mole. As for the spin multiplicity: 1. As for the HOMO energy: -7.945 eV. The orbital gap is 7.17 eV.


[5]
Here is a gas-phase ion, C6H8N3O2S (charge +1) from the Open Molecules 2025 dataset. Energies are from ωB97M-V with the def2-TZVPD basis set.

Geometry (Å):
C: 1.4191 -1.3361 0.5209
C: 0.1002 -1.5674 0.5317
C: 2.1476 -0.1368 0.1480
C: 2.5055 0.4355 1.3490
C: -0.8972 0.2099 -0.6555
C: -3.4086 1.1595 0.1732
N: -0.9151 -0.8180 0.1794
N: 2.7401 0.0780 -1.0229
N: 0.2510 0.8869 -0.8478
O: 2.7356 0.6757 2.4443
O: 1.0087 1.2060 -1.6826
S: -2.3713 0.9347 -1.3209
H: 2.1194 -2.2194 0.7474
H: -0.2733 -2.5417 0.7541
H: -2.6804 1.4175 0.9033
H: -4.0087 0.3393 0.5491
H: -4.0484 1.9723 -0.1205
H: -1.7883 -1.2120 0.4179
H: 2.3250 -0.4616 -1.7715
H: 3.0390 0.9778 -1.2965

Force components x, y, z for each atom (eV/Å):
1.1 -2.9 -0.2
2.6 -1.9 0.6
-0.1 0.9 2.0
-0.1 -0.1 0.1
0.5 3.1 -1.8
0.5 -0.4 -0.5
-1.7 1.2 0.1
0.5 -1.5 -0.6
-2.6 -2.2 3.4
-0.1 0.3 -0.6
0.3 2.0 -3.3
0.1 -0.8 -0.1
-1.4 1.2 -0.3
0.4 -0.7 0.7
0.1 0.7 0.9
0.0 -0.4 -0.5
-0.2 0.4 0.2
-1.2 0.0 0.0
0.5 0.0 -0.1
0.6 0.9 -0.1

The calculation puts the total energy at -25739.05583 eV. Its total charge is +1. Its LUMO energy (alpha / beta) is -0.1939 / -0.1741 Eh. As for the energy above the lowest of the compared OMol25 structures with the same formula, charge and spin: 74.0 kcal per mole. As for the spin multiplicity: 1. As for the HOMO energy (alpha / beta): -12.065 / -12.350 eV. The orbital gap (alpha / beta) is 6.79 / 7.61 eV.


[6]
Here is a single C5H10N2 molecule from the Open Molecules 2025 dataset. Energies are from ωB97M-V with the def2-TZVPD basis set.

Geometry (Å):
H: -1.3212 2.9699 -0.6105
N: -0.5370 2.4088 -0.9628
C: -0.3315 1.3918 -0.1864
C: -1.1671 1.2218 1.0590
N: 0.6831 0.5250 -0.4875
C: 0.8374 -0.8334 -0.2887
C: 2.0475 -1.4149 -0.3642
C: -0.3908 -1.6904 -0.1099
H: -1.2767 2.1930 1.5530
H: -0.6882 0.5431 1.7683
H: -2.1576 0.8471 0.7911
H: 1.3189 0.9102 -1.1802
H: 2.9476 -0.8292 -0.5189
H: 2.1739 -2.4862 -0.2479
H: -0.1540 -2.7594 -0.1574
H: -1.1113 -1.4872 -0.9103
H: -0.8732 -1.5100 0.8532

Force components x, y, z for each atom (eV/Å):
0.5 -0.2 0.0
0.2 -0.9 0.4
-1.3 1.6 -0.6
0.3 -0.5 0.2
0.8 0.8 -0.7
0.4 -1.7 0.3
-0.2 0.4 0.1
-0.2 0.0 0.1
0.0 -0.2 -0.2
-0.2 0.0 0.0
0.1 0.0 0.1
-0.2 0.0 0.2
-0.1 0.0 0.0
-0.2 0.2 -0.2
0.2 0.3 0.0
0.0 0.1 0.2
-0.1 0.0 -0.1

The calculation puts the total energy at -8326.73255 eV. Its total charge is 0. As for the SMILES: [H]/N=C(\C)NC(=C)C. Its LUMO energy is 0.0341 Eh. As for the energy above the lowest of the compared OMol25 structures with the same formula, charge and spin: 13.9 kcal per mole. As for the spin multiplicity: 1. As for the HOMO energy: -8.298 eV. The orbital gap is 9.23 eV.